(1)
C21H37N5O2PRhS2 | ωB97M-V/def2-TZVPD

Structure (XYZ):
```
69
Properties=species:S:1:pos:R:3:forces:R:3:mulliken_charge:R:1
H 0.861 -5.451 0.437 0.00 0.00 0.00 0.363
C 2.784 0.823 -0.131 0.11 -0.08 0.08 0.656
H -5.457 1.033 0.174 -0.01 0.03 -0.01 0.467
H 0.130 1.557 3.424 -0.01 0.01 -0.01 0.208
H 4.178 2.002 0.999 0.00 -0.01 0.00 0.438
O -2.499 2.685 -0.203 -0.05 -0.01 -0.13 -0.451
C -4.620 3.687 0.504 0.01 0.00 -0.01 -1.269
H 0.660 -4.781 2.052 0.00 0.00 0.00 0.518
H -2.430 0.883 5.107 0.00 -0.01 0.00 0.480
C 1.500 -1.385 -4.071 -0.05 0.03 0.04 -0.737
N -0.152 -0.036 -2.784 -0.07 -0.05 -0.02 0.005
H -4.450 3.629 1.578 0.01 0.01 0.00 0.208
C -4.383 1.163 0.304 -0.02 0.00 0.00 -1.031
H 2.352 -3.527 2.931 0.02 0.01 0.03 0.435
C 2.463 -2.622 2.351 0.01 0.03 -0.04 -0.956
C 3.488 -0.442 2.004 -0.08 -0.02 -0.11 -0.715
C 3.632 2.031 0.062 -0.01 0.00 -0.03 -1.551
H -0.085 -4.698 -1.565 -0.01 0.00 -0.01 0.440
H -0.248 2.245 5.005 -0.01 0.01 0.01 0.477
H 0.247 1.820 -3.768 0.00 0.00 0.00 0.416
H -4.187 2.589 -1.284 -0.02 0.02 0.00 0.314
H -5.696 3.666 0.325 0.00 -0.01 -0.01 0.449
C 0.822 -3.312 0.508 -0.06 0.04 -0.22 -0.004
H -4.165 1.064 1.369 0.01 -0.01 -0.02 0.145
H -2.367 3.162 4.166 0.02 0.01 0.00 0.256
C -1.877 2.336 3.653 0.02 -0.04 0.14 0.526
H -3.880 0.367 -0.245 0.01 -0.02 0.03 0.233
N 1.790 -2.161 -2.855 0.08 -0.09 -0.06 -0.022
C 1.261 -3.548 -2.808 0.00 0.06 0.04 -0.787
Rh 0.780 -0.968 -1.083 0.37 0.58 0.22 -0.159
N 0.288 -2.806 -0.694 -0.05 -0.19 0.12 0.491
C 1.788 1.545 -2.275 0.11 0.02 -0.05 -0.820
H -1.155 0.018 -2.642 -0.01 0.01 -0.05 0.245
C 2.770 -0.312 0.837 0.13 0.19 -0.02 0.585
H 1.614 -1.992 -4.973 -0.04 -0.01 -0.01 0.502
H 2.233 -0.581 -4.136 0.02 -0.02 0.00 0.304
H 4.350 2.129 -0.754 0.00 -0.01 -0.01 0.384
S -0.810 0.368 0.827 -0.11 0.20 0.14 -0.083
H 2.791 -2.195 -2.714 0.00 0.03 -0.05 0.210
H -4.232 4.632 0.126 -0.01 0.01 0.02 0.357
C 0.393 -4.642 1.007 0.00 -0.01 0.04 -1.865
H -0.852 -3.326 -2.345 -0.01 0.02 0.01 0.241
H 4.171 0.321 2.345 -0.01 0.02 -0.02 0.413
H 3.867 -1.739 3.677 -0.02 -0.02 0.00 0.478
C -0.392 2.370 3.932 0.00 0.03 -0.01 -1.282
H 1.951 2.591 -2.007 -0.02 -0.02 0.00 0.655
C 3.308 -1.623 2.758 0.05 -0.07 0.12 -0.866
H 2.062 -4.202 -2.464 0.00 0.02 0.03 0.415
S 0.296 3.079 0.547 -0.36 -0.04 0.11 -0.316
H -0.640 -1.614 -4.056 -0.01 0.00 0.01 0.390
N 1.944 -1.301 0.458 -0.31 -0.06 -0.12 0.168
H 2.517 1.287 -3.047 -0.01 0.02 -0.01 0.253
P -1.494 2.270 0.902 0.36 -0.21 0.14 0.794
H -3.609 1.060 3.811 0.01 -0.01 0.00 0.310
C -3.984 2.525 -0.217 0.02 -0.02 0.00 0.493
C 0.093 -0.807 -4.028 0.03 0.00 -0.02 -0.731
H 0.046 3.322 3.638 0.02 -0.01 0.01 0.354
H 2.999 2.921 0.061 0.08 0.00 -0.02 0.286
C -2.543 1.033 4.033 -0.04 0.01 -0.02 -1.209
C 0.063 -3.656 -1.851 0.04 -0.08 -0.04 -0.799
C 0.346 1.380 -2.774 0.03 0.01 0.08 -0.501
H 0.975 -3.882 -3.808 0.01 -0.02 0.00 0.389
H -0.305 1.928 -2.093 -0.02 -0.01 0.00 -0.011
N 2.004 0.653 -1.142 -0.23 -0.28 -0.07 0.433
H -0.076 -0.182 -4.908 0.00 0.00 0.00 0.452
O -2.194 2.644 2.241 0.04 -0.03 -0.23 -0.297
H -0.688 -4.757 0.911 0.00 0.00 0.01 0.397
H -2.088 0.187 3.518 0.01 0.01 -0.01 0.200
C 1.743 -2.459 1.138 0.01 -0.01 0.04 1.229
```
Forces are in eV/Å.

Results
Charge: +2
Total energy: -2494.4635 Eh
Expectation value of S²: 6.038
E_HOMO (spin up / spin down): -12.59 / -14.34 eV
2S+1: 5
HOMO-LUMO gap (spin up / spin down): 6.315 / 6.352 eV
Strongest force on any atom: 0.7 eV Å⁻¹
Energy relative to the best compared isomer or geometry (same formula, charge and spin): 0.00 kcal per mole


(2)
C21H37N6SSc | ωB97M-V/def2-TZVPD

Structure (XYZ):
```
66
Properties=species:S:1:pos:R:3:forces:R:3:mulliken_charge:R:1
N 0.046 -1.901 1.446 -0.20 -0.82 0.39 0.599
Sc 0.280 -0.036 0.409 1.22 -1.67 -3.67 -2.291
H -0.376 -3.937 -5.111 0.04 0.00 0.01 0.265
C -1.473 2.009 -0.846 -0.22 -0.36 0.26 -0.994
H -2.833 1.183 0.627 -0.03 -0.04 -0.01 0.343
H -0.949 -2.425 3.221 -0.01 0.01 0.04 0.535
H 2.357 1.533 3.183 0.03 0.00 0.09 0.315
C 4.049 1.990 -2.248 -0.20 -0.07 0.04 -1.059
C 4.045 0.204 -3.840 -0.16 -0.05 0.12 -0.510
C 2.960 -0.383 -3.211 0.24 0.06 0.03 -0.781
H -3.232 -2.054 2.273 -0.03 0.01 0.01 0.486
H -2.330 -2.387 -0.231 0.05 0.06 -0.03 -0.078
C -1.368 -3.487 -5.221 0.09 -0.03 0.06 -0.647
H -2.770 -3.761 -1.735 -0.09 0.01 -0.03 0.221
C 2.053 -1.036 2.575 -0.18 -0.31 -0.33 -0.793
H -3.339 0.918 -1.044 -0.06 0.01 -0.06 0.431
H 4.466 -0.276 -4.717 -0.01 0.01 0.01 0.367
H 2.003 -2.497 0.988 -0.18 -0.10 -0.07 0.222
H -1.082 -1.515 -4.532 -0.02 0.02 0.03 0.257
H -1.154 1.768 -1.859 0.13 0.02 0.01 0.446
H 0.218 3.536 1.403 0.04 0.07 -0.06 0.439
C 4.609 1.396 -3.374 -0.02 -0.02 -0.04 -0.490
N -2.470 -3.661 -2.686 0.10 0.00 -0.25 0.061
C 2.963 1.406 -1.607 0.07 -0.08 -0.08 0.215
H 2.541 -1.309 -3.588 0.03 0.00 0.01 0.332
H -1.956 2.987 -0.847 0.00 0.09 0.01 0.475
H -1.298 -3.482 1.852 0.01 -0.08 0.03 0.369
H -3.670 -1.289 0.087 -0.08 0.00 -0.05 0.531
C -1.121 -2.441 2.143 0.06 0.26 -0.12 -0.950
C -0.308 2.581 1.356 -0.04 -0.26 0.14 -0.924
H -1.346 2.771 1.630 -0.05 -0.01 -0.07 0.372
H -2.310 -5.401 -5.576 0.02 -0.01 0.01 0.344
C 1.241 -0.377 -1.362 0.47 1.42 0.74 0.505
H -1.453 -3.112 -6.241 0.02 0.05 -0.03 0.381
N -1.799 -0.379 -0.320 -0.67 0.15 -0.34 0.694
S 0.731 -2.059 -1.573 -0.22 -0.32 0.41 -0.593
H 1.419 -0.739 3.414 0.04 0.07 0.03 0.293
H -3.206 -5.547 -3.203 -0.01 -0.03 0.03 0.376
H 2.570 1.891 -0.710 0.05 0.00 -0.01 0.018
H -1.442 -5.417 -3.260 0.03 -0.04 0.02 0.284
C 1.853 1.418 2.222 -0.16 -0.20 0.15 -0.893
N -0.274 1.980 0.010 0.10 1.15 0.11 0.129
N -1.537 -2.377 -4.291 -0.11 0.03 -0.02 -0.001
C 0.309 1.599 2.396 0.33 0.31 -0.58 0.135
H -3.421 -4.087 -5.156 -0.01 -0.04 -0.05 0.298
C -2.442 -4.523 -4.944 -0.04 0.06 0.03 -0.633
C -2.609 -1.463 0.278 0.21 0.22 0.19 -0.772
H 3.035 -1.302 2.970 0.08 0.09 0.03 0.462
H 0.601 2.144 -0.506 -0.50 0.29 -0.08 0.283
H 3.020 0.094 1.123 -0.10 0.02 -0.19 0.261
C -2.361 -1.602 1.796 0.18 -0.06 -0.22 -0.415
H 2.243 2.199 1.568 0.04 -0.07 -0.07 0.462
C 2.361 0.188 -2.052 -0.25 0.02 0.03 1.149
H 1.414 -3.117 2.546 0.00 -0.04 0.02 0.548
H -2.242 -0.596 2.219 -0.08 -0.04 0.06 0.120
H -0.170 0.606 2.246 -0.15 0.59 1.13 0.110
H 5.457 1.847 -3.874 -0.02 -0.03 0.01 0.371
H 0.070 1.918 3.406 -0.08 0.00 0.03 0.468
H 4.463 2.918 -1.865 -0.01 -0.03 0.02 0.367
C -2.378 -4.892 -3.474 0.03 0.11 0.10 -0.623
C 1.411 -2.254 1.878 -0.06 0.35 0.23 -0.683
C -2.472 0.932 -0.378 0.35 0.00 0.01 -0.692
H -1.494 -0.664 -1.272 -0.33 -0.25 0.21 0.052
H -0.032 -2.119 0.395 0.40 -0.76 0.31 -0.260
N 2.131 0.098 1.613 0.33 0.18 1.16 0.207
C -2.029 -2.436 -3.047 -0.41 0.08 0.12 -0.522
```
Forces are in eV/Å.

Results
Total energy: -2309.7236 Eh
E_HOMO: -3.68 eV
HOMO-LUMO gap: 3.588 eV
Strongest force on any atom: 4.2 eV Å⁻¹
Energy relative to the best compared isomer or geometry (same formula, charge and spin): 47.14 kcal per mole


(3)
C21H37NO15 | ωB97M-V/def2-TZVPD

Structure (XYZ):
```
74
Properties=species:S:1:pos:R:3:forces:R:3:mulliken_charge:R:1
H 2.276 -0.335 4.699 1.84 -0.86 0.05 0.447
H 1.052 0.584 5.383 -0.23 1.06 1.05 0.483
H -1.162 0.279 2.387 0.10 -0.01 -0.53 0.053
H 3.275 0.151 -3.150 0.33 -0.18 0.34 0.255
C -0.457 0.691 -0.099 0.40 1.61 -0.08 -0.007
H 3.583 -1.211 -0.269 1.31 -0.50 -0.93 0.712
C -1.315 2.464 -1.555 -0.88 -0.18 -1.32 -0.597
C 3.257 1.572 0.185 1.21 3.24 -7.68 0.786
H 4.578 3.877 0.258 0.19 -0.10 -0.59 0.363
H 3.111 1.622 -4.072 -0.48 0.64 0.32 0.264
H -4.609 3.805 2.945 -0.45 0.12 -0.60 0.360
C 2.707 0.639 -3.916 2.32 -1.08 -1.80 -0.644
H 1.654 -4.302 -2.947 0.57 -0.68 0.43 0.242
H -4.074 -1.602 1.300 0.53 0.15 0.01 0.295
C -0.726 2.141 -0.195 -0.81 -0.91 -1.25 0.198
C -3.710 -0.609 1.014 -0.99 -0.41 0.61 -0.419
H 0.843 -2.460 -1.166 0.50 -0.51 0.18 0.064
H 2.881 0.089 -4.892 -0.45 0.38 1.10 0.265
C 2.688 -0.663 -0.198 -0.62 -1.54 2.00 -0.619
C 0.913 -3.421 -0.635 0.20 1.70 1.94 -1.086
C 0.198 -4.470 -1.333 -0.56 0.63 -0.43 0.543
H 2.164 -0.452 -1.081 -0.21 0.55 -1.20 0.125
O 3.448 1.909 -1.167 -1.21 -2.33 7.37 -0.644
O 1.525 1.657 3.161 0.06 0.62 -0.73 -0.303
O -4.274 2.176 1.126 3.45 -4.44 5.84 -0.668
H 0.144 2.728 -0.135 1.40 0.45 0.79 0.061
H -2.204 -1.484 -4.012 0.76 0.16 0.53 0.293
C 3.655 3.804 0.805 1.11 0.61 0.67 -0.758
H 2.061 -1.298 0.436 -0.12 0.06 -0.40 0.031
H -0.701 -2.437 -4.161 -0.16 0.55 0.61 0.342
C 0.645 -6.608 -1.373 0.96 -6.22 0.30 0.571
H 0.416 -3.279 0.343 0.03 0.18 -0.36 0.323
C 0.809 -0.517 -3.425 4.46 -6.61 -0.11 0.630
C -2.500 1.585 -1.895 -0.13 -0.63 -0.77 -0.905
C 0.735 -4.834 -2.693 -1.41 2.17 -2.01 -0.050
C -1.233 -1.707 -3.513 -0.05 -0.12 -2.40 -0.742
O -0.626 2.149 3.016 -0.23 2.55 -0.65 -0.126
O 2.933 0.417 0.660 0.01 1.13 0.69 -0.241
C -3.868 3.430 3.615 0.76 -0.09 -1.34 -0.750
O 3.355 2.473 1.119 0.17 -1.58 1.28 -0.191
O 0.762 -7.763 -0.967 -0.13 1.89 -1.32 -0.633
O 0.920 3.832 2.790 -1.15 -3.83 0.53 -0.645
H 0.602 -0.987 4.927 0.51 -0.23 -0.28 0.400
H 0.966 -0.326 2.531 1.30 0.54 -0.25 -0.460
C 0.622 2.637 2.970 1.48 3.43 -0.49 0.536
H -4.227 3.449 4.600 -0.26 0.18 1.37 0.287
H 3.812 4.393 1.728 -0.53 -0.71 -0.25 0.208
H -1.144 0.545 4.103 -0.28 0.05 0.09 0.427
H -4.450 -0.229 0.321 -0.22 0.72 0.31 0.348
H -2.819 1.687 -2.939 0.01 0.37 0.20 0.416
H 2.825 4.136 0.264 -0.95 1.17 -0.97 0.311
O -3.595 2.051 3.366 0.63 -1.61 0.64 -0.276
H -2.934 3.969 3.482 -0.02 0.13 0.15 0.268
H -1.393 -2.086 -2.556 -0.25 -0.76 1.61 0.227
C -0.636 0.793 3.171 0.65 -1.85 2.06 -0.300
N -0.200 -0.419 -0.030 -0.25 -0.85 0.10 -0.024
O 1.362 0.657 -3.577 -2.14 -0.04 0.25 -0.191
C -3.759 1.459 2.232 -4.29 3.38 -6.16 0.972
H -0.866 -4.252 -1.319 -0.32 -0.09 -0.28 0.229
O 0.763 -6.216 -2.624 0.79 -1.23 -1.94 -0.346
H -2.775 -0.631 0.485 0.61 -0.06 0.23 -0.001
H -0.630 2.237 -2.349 1.03 0.18 -0.15 0.151
H -1.597 3.533 -1.692 0.28 -0.68 0.57 0.454
O -3.621 0.111 2.297 0.17 1.87 -1.09 -0.318
H 1.913 -3.754 -0.325 0.08 0.34 -0.75 0.374
H -2.306 0.505 -1.815 0.34 0.27 0.23 -0.072
H 0.080 -4.497 -3.563 0.38 -0.66 1.22 0.084
O 1.591 -1.699 -3.359 -4.82 6.50 -0.32 -0.569
O 0.397 -5.650 -0.603 -1.04 2.23 3.03 -0.366
H -1.439 2.377 0.557 -0.50 0.42 0.88 0.013
C 0.874 0.425 3.324 -1.92 -1.51 -0.35 1.201
O -0.499 -0.486 -3.410 0.43 0.64 -0.19 -0.205
C 1.256 -0.151 4.654 -2.09 0.00 -0.31 -1.791
H -3.302 1.800 -1.245 -1.23 0.23 0.68 0.336
```
Forces are in eV/Å.

Results
Total energy: -2005.6007 Eh
E_HOMO: -10.17 eV
HOMO-LUMO gap: 10.470 eV
Strongest force on any atom: 8.4 eV Å⁻¹
Structure (SMILES): C[C@H]1COC(=O)O1.C[C@H]1COC(=O)O1.COC(=O)OC.COC(=O)OC.COC(=O)OC.CCCC#N
Energy relative to the best compared isomer or geometry (same formula, charge and spin): 0.00 kcal per mole